(1)
Entry from the Open Molecules 2025 dataset: a molecular structure, C7H11NO (ωB97M-V/def2-TZVPD).

```
! RIJCOSX wB97M-V def2-TZVPD def2/J DEFGRID3
* xyz 0 1
C -0.24261 -1.57733 -0.55542
C 1.16115 -1.23152 1.67798
C -1.05712 -0.61416 0.28384
C 0.48296 -0.69229 0.45163
N 1.60158 0.90548 -1.08001
C 0.72060 0.65450 -0.05055
C -1.06810 0.85749 -0.77904
C -1.82882 1.89201 -0.39178
O -1.97369 -0.73257 1.10447
H 1.70251 0.17747 -1.77180
H 1.61258 1.83702 -1.47034
H -0.38536 -2.59964 -0.22603
H -0.10140 -1.47972 -1.62911
H 0.71547 1.43156 0.70694
H -0.95742 0.66983 -1.84588
H 0.55986 -2.03205 2.11310
H 2.15887 -1.62562 1.46484
H 1.25976 -0.45093 2.43663
H -2.33628 2.53838 -1.09976
H -2.02454 2.07210 0.66027
*
```

Values from the calculation:
orbital gap (alpha / beta): 0.2646 / 0.2647 Ha
calculated total energy: -403.1479 a.u.
energy above the lowest of the compared OMol25 structures with the same formula, charge and spin: 116.7 kcal per mole
HOMO level (alpha / beta): -7.5 / -7.5 eV

***

(2)
Entry from the Open Molecules 2025 dataset: a single C7H11NO molecule (ωB97M-V/def2-TZVPD).

```
! RIJCOSX wB97M-V def2-TZVPD def2/J DEFGRID3
* xyz 0 1
N 2.38417 -0.97297 0.48854
C 1.35885 -0.52667 -0.40854
C 1.13581 1.06528 -0.20791
C -0.38336 1.58454 -0.20093
C -1.25858 0.56242 0.67291
C -2.24947 -0.50822 0.03402
C -1.49740 -1.58289 -0.30875
C -0.09816 -0.92208 -0.19300
O -0.26871 -0.31378 1.13139
H 1.97790 -0.85278 1.41814
H 2.50163 -1.96039 0.43823
H 1.66082 -0.70192 -1.44632
H 1.65067 1.62904 -1.02032
H 1.61927 1.41990 0.73669
H -0.41710 2.57968 0.25825
H -0.79237 1.60719 -1.18937
H -1.72870 1.07932 1.49987
H -3.34754 -0.43440 0.03600
H -1.86119 -2.50418 -0.76310
H -0.38653 -0.24707 -0.97581
*
```

Values from the calculation:
SMILES: N[C@@H]1CC[C@H]2C=C[C@H]1O2
orbital gap: 0.3622 Ha
calculated total energy: -403.1413 a.u.
energy above the lowest of the compared OMol25 structures with the same formula, charge and spin: 120.9 kcal per mole
HOMO level: -8.8 eV

***

(3)
Entry from the Open Molecules 2025 dataset: a single C7H11NO molecule (ωB97M-V/def2-TZVPD).

```
! RIJCOSX wB97M-V def2-TZVPD def2/J DEFGRID3
* xyz 0 1
C 0.57763 0.16752 -1.11859
C 0.06905 -1.84342 0.38663
C 0.91319 0.71728 -2.47550
C -0.03512 2.32726 1.81752
C -1.31106 -1.65634 1.02062
C 0.09427 -1.19643 -0.99241
C 0.59777 1.27518 1.03323
N 0.78564 0.93803 -0.09834
O -0.24850 -1.84093 -1.97636
H 0.25921 -2.91398 0.24868
H 0.85709 -1.44796 1.03018
H 1.97821 0.92511 -2.56499
H 0.35823 1.63066 -2.66935
H 0.66186 -0.00833 -3.24119
H -0.98075 2.65031 1.36493
H -0.23467 1.94392 2.82024
H 0.62659 3.18729 1.91996
H -2.07854 -2.01639 0.33326
H -1.49372 -0.59910 1.22086
H -1.39635 -2.23969 1.94061
*
```

Values from the calculation:
orbital gap (alpha / beta): 0.2773 / 0.2772 Ha
calculated total energy: -403.2298 a.u.
energy above the lowest of the compared OMol25 structures with the same formula, charge and spin: 65.4 kcal per mole
HOMO level (alpha / beta): -7.5 / -7.5 eV

***

(4)
Entry from the Open Molecules 2025 dataset: a single C7H11NO molecule (ωB97M-V/def2-TZVPD).

```
! RIJCOSX wB97M-V def2-TZVPD def2/J DEFGRID3
* xyz 0 1
C 0.31530 -2.07199 0.55304
C -0.62000 -1.09249 -0.06744
C -1.46259 -0.13635 0.66322
C -0.25498 0.70643 0.35374
C 0.34989 1.35803 1.56685
C 0.13303 1.19459 -0.95052
O 0.43237 2.53536 -1.13347
C 0.33444 0.29909 -1.91205
N 0.97269 -0.27293 -2.78821
H 1.04333 -2.41462 -0.19105
H 0.87327 -1.65694 1.39380
H -0.22497 -2.96019 0.90267
H -1.05088 -1.44814 -0.99641
H -1.60642 -0.36323 1.72215
H -2.39016 0.17539 0.19210
H -0.33221 1.47480 2.41632
H 1.21931 0.79648 1.92643
H 0.69214 2.37574 1.35487
H 1.07389 2.60788 -1.85711
H 0.50256 -1.10691 -3.14894
*
```

Values from the calculation:
SMILES: C[C@H]1C[C@]1(C)C(O)=C=N
orbital gap: 0.2955 Ha
calculated total energy: -403.1577 a.u.
energy above the lowest of the compared OMol25 structures with the same formula, charge and spin: 110.6 kcal per mole
HOMO level: -7.2 eV

***

(5)
Entry from the Open Molecules 2025 dataset: a single C7H11NO4S molecule (ωB97M-V/def2-TZVPD).

```
! RIJCOSX wB97M-V def2-TZVPD def2/J DEFGRID3
* xyz 0 1
C -0.62273 -2.09841 -1.34956
O 0.05987 -1.21966 -0.44359
C -0.58151 -0.28359 0.15389
S -1.90925 -0.83749 1.27076
O -2.95067 -1.54937 0.53622
O -2.38238 0.26761 2.06337
O -1.30946 -1.95202 2.29559
C -1.32700 1.02661 -0.93388
C -0.51237 2.01280 -1.26819
C 0.78839 2.08685 -0.74844
C 1.21130 1.38948 0.27481
C 0.28584 0.49320 1.08985
N 1.01482 -0.34092 2.04147
H -0.70684 -1.56962 -2.36217
H -1.74978 -2.54550 -1.11933
H 0.04775 -3.01171 -1.42953
H -0.36372 -1.63260 2.49007
H -2.31029 0.91333 -1.19772
H -0.94958 2.83082 -1.97226
H 1.46769 2.65062 -1.25501
H 2.27360 1.38286 0.61888
H -0.42381 0.95840 1.65807
H 1.45446 -1.09436 1.63653
H 1.81717 0.19065 2.47792
*
```

Values from the calculation:
SMILES: CO[C@]1(S(=O)(=O)O)C=CC=C[C@@H]1N
orbital gap: 0.3568 Ha
calculated total energy: -1027.0887 a.u.
energy above the lowest of the compared OMol25 structures with the same formula, charge and spin: 98.3 kcal per mole
HOMO level: -9.4 eV

***

(6)
Entry from the Open Molecules 2025 dataset: 2 unconnected molecules or ions with the total composition C7H11NO5PS (ωB97M-V/def2-TZVPD).

```
! RIJCOSX wB97M-V def2-TZVPD def2/J DEFGRID3
* xyz -1 1
C 1.65403 -0.40401 -1.11276
C 0.50449 1.43692 -0.24688
C 4.07435 2.23525 0.63014
C -0.83123 2.13279 -0.09362
C -2.03749 1.11728 0.08309
C -1.72909 -1.03604 1.13635
C -1.82360 0.24298 1.29202
N 1.32546 -1.37927 -2.10314
O 1.54557 1.87483 0.22619
O 3.71360 2.53434 1.67530
O 0.35077 0.29358 -0.83368
O 4.53701 2.10860 -0.41409
O 3.92200 -1.22629 -0.05966
P 2.36279 -1.10398 0.54776
S 1.84245 -3.03184 0.48022
H 2.44649 0.37017 -1.54139
H -1.13240 2.69419 -0.97257
H -0.71696 2.63039 0.74074
H -2.95765 1.85546 0.09877
H -2.17865 0.57856 -0.86728
H -1.36532 -1.46701 2.11611
H -1.92312 -1.61960 0.21842
H -1.57892 0.82589 2.20050
H 1.60834 -2.33110 -1.65279
H 3.72124 -1.75075 -0.81309
H 0.27302 -1.41159 -2.20556
*
```

Values from the calculation:
orbital gap: 0.2517 Ha
calculated total energy: -1443.9098 a.u.
energy above the lowest of the compared OMol25 structures with the same formula, charge and spin: 40.4 kcal per mole
HOMO level: -3.6 eV